(1)
A cluster of 2 separate species, H2N2O3S in total in a non-equilibrium geometry, computed with ωB97M-V/def2-TZVPD.

CARTESIAN COORDINATES (ANGSTROEM)
N (0.21392, 1.66594, 0.00593)
N (-1.55258, 0.15452, 0.32285)
O (2.49914, -0.28082, -1.05800)
O (0.95161, -1.56923, 0.28146)
O (-0.86033, 1.34151, -0.28227)
S (1.82166, -0.39306, 0.21466)
H (-2.04448, -0.52178, -0.43824)
H (-1.02893, -0.39709, 0.95360)

Cartesian forces, eV/Å:
1.7 0.1 0.8
-3.7 -2.2 -1.8
-0.3 0.6 0.8
0.5 1.5 0.4
-1.8 0.1 -1.7
0.1 -2.1 -1.0
1.9 2.5 1.9
1.5 -0.5 0.6

As for the spin multiplicity: 1. As for the energy above the lowest of the compared OMol25 structures with the same formula, charge and spin: 3.869 eV. The frontier orbital gap (spin up / spin down) is 8.17 / 8.17 eV. Its LUMO energy (spin up / spin down) is -1.19 / -1.19 eV.

---

(2)
A cluster of 2 separate species, H2N2O3S in total in a non-equilibrium geometry, computed with ωB97M-V/def2-TZVPD.

CARTESIAN COORDINATES (ANGSTROEM)
N (1.51738, 0.69605, 0.80054)
N (0.88174, -0.69760, -0.84703)
O (-1.38149, 0.86266, -0.63379)
O (-2.51783, -0.86380, 0.59320)
O (1.05883, -0.43741, 0.40244)
S (-2.14944, -0.32920, -0.66923)
H (1.74963, 0.54628, 1.77500)
H (0.84118, 0.22302, -1.42113)

Cartesian forces, eV/Å:
0.2 1.4 -0.8
-1.1 1.1 -1.5
0.3 1.0 -0.4
-0.4 -0.6 0.5
0.8 -1.1 0.4
-0.1 -0.3 -0.1
-0.4 -0.3 0.5
0.7 -1.2 1.4

As for the spin multiplicity: 1. As for the energy above the lowest of the compared OMol25 structures with the same formula, charge and spin: 3.429 eV. The frontier orbital gap (spin up / spin down) is 9.16 / 9.07 eV. Its LUMO energy (spin up / spin down) is -0.95 / -0.99 eV.

---

> Which of these has the highest energy above the lowest of the compared OMol25 structures with the same formula, charge and spin?

number 1

---

Repeat the first record exactly.
A cluster of 2 separate species, H2N2O3S in total in a non-equilibrium geometry, computed with ωB97M-V/def2-TZVPD.

CARTESIAN COORDINATES (ANGSTROEM)
N (0.21392, 1.66594, 0.00593)
N (-1.55258, 0.15452, 0.32285)
O (2.49914, -0.28082, -1.05800)
O (0.95161, -1.56923, 0.28146)
O (-0.86033, 1.34151, -0.28227)
S (1.82166, -0.39306, 0.21466)
H (-2.04448, -0.52178, -0.43824)
H (-1.02893, -0.39709, 0.95360)

Cartesian forces, eV/Å:
1.7 0.1 0.8
-3.7 -2.2 -1.8
-0.3 0.6 0.8
0.5 1.5 0.4
-1.8 0.1 -1.7
0.1 -2.1 -1.0
1.9 2.5 1.9
1.5 -0.5 0.6

As for the spin multiplicity: 1. As for the energy above the lowest of the compared OMol25 structures with the same formula, charge and spin: 3.869 eV. The frontier orbital gap (spin up / spin down) is 8.17 / 8.17 eV. Its LUMO energy (spin up / spin down) is -1.19 / -1.19 eV.

---

> Among the records above, which one has the highest energy above the lowest of the compared OMol25 structures with the same formula, charge and spin?

number 1